Here is a 3-piece molecular cluster, C16H22N3O3S overall at a distorted geometry from OMol25. Energies are from the ωB97M-V functional and the def2-TZVPD basis.

## Properties
2S+1 = 1
charge = +1
E_tot = -1410.70179 a.u.
maximum force = 0.0500 hartree/bohr

Each line ends with the Mulliken charge.
Geometry (Å):
C (-0.596, 0.126, -4.114)  -0.710
C (0.061, -1.228, -3.823)  0.554
O (1.219, -1.321, -3.828)  -0.417
O (-0.677, -2.407, -3.567)  -0.312
C (-1.592, -2.250, -2.500)  -0.020
S (-1.461, -3.680, -1.337)  0.054
N (-1.384, -3.177, 0.295)  0.094
C (-2.159, -1.940, 0.555)  -0.993
C (-0.021, -3.092, 0.808)  0.553
C (0.980, -4.256, 0.726)  -1.185
O (0.333, -2.081, 1.287)  -0.444
H (-1.629, 0.000, -4.479)  0.318
H (-0.632, 0.669, -3.144)  0.144
H (0.052, 0.706, -4.782)  0.351
H (-1.397, -1.285, -2.001)  0.100
H (-2.614, -2.278, -2.925)  0.386
H (-0.239, -4.235, -1.641)  0.280
H (-2.183, -1.739, 1.637)  0.319
H (-3.171, -2.093, 0.139)  0.372
H (-1.709, -1.036, 0.102)  0.427
H (1.764, -3.932, 0.014)  0.381
H (1.429, -4.481, 1.705)  0.336
H (0.507, -5.172, 0.315)  0.372
N (3.152, 0.211, 3.694)  -0.528
C (3.499, 0.590, 4.926)  -0.264
C (2.684, 0.440, 6.037)  -0.291
C (1.435, -0.132, 5.861)  -0.430
C (1.053, -0.530, 4.590)  -0.254
C (1.945, -0.339, 3.547)  -0.348
H (4.484, 1.035, 5.014)  0.373
H (3.019, 0.763, 7.014)  0.366
H (0.767, -0.265, 6.704)  0.376
H (0.085, -0.981, 4.412)  0.340
H (1.693, -0.637, 2.538)  0.684
N (-1.477, 3.105, -2.030)  -0.449
C (-0.353, 3.409, -1.372)  0.037
C (0.278, 4.639, -1.450)  -0.625
C (-0.284, 5.614, -2.259)  -0.150
C (-1.448, 5.322, -2.952)  -0.444
C (-2.001, 4.061, -2.802)  -0.162
H (0.053, 2.615, -0.754)  0.360
H (1.185, 4.829, -0.893)  0.360
H (0.179, 6.588, -2.348)  0.376
H (-1.916, 6.056, -3.593)  0.359
H (-2.914, 3.789, -3.322)  0.354


Here is C16H22N3O6P2SeTi as an isolated structure at a distorted geometry from OMol25. Energies are from the ωB97M-V functional and the def2-TZVPD basis.

## Properties
2S+1 = 2
charge = +2
E_tot = -5172.04041 a.u.
energy above the lowest of the compared OMol25 structures with the same formula, charge and spin = 75.3 kJ/mol
maximum force = 0.0402 hartree/bohr

Each line ends with the Mulliken charge.
Geometry (Å):
Ti (0.010, 0.669, 0.164)  0.449
C (0.642, 1.716, 2.376)  -0.388
C (-0.736, 1.513, 2.191)  -0.600
C (-1.232, 0.200, 2.036)  -0.621
C (-0.336, -0.882, 2.105)  -0.069
C (1.037, -0.659, 2.124)  -0.568
C (1.529, 0.653, 2.254)  -0.536
H (1.010, 2.701, 2.624)  0.380
H (-1.424, 2.335, 2.329)  0.552
H (-2.298, 0.023, 2.058)  0.650
H (-0.723, -1.885, 2.199)  0.672
H (1.723, -1.494, 2.149)  0.522
H (2.591, 0.813, 2.376)  0.530
N (0.813, 1.663, -3.824)  -0.105
C (1.271, 2.379, -2.580)  0.658
C (2.061, 3.633, -2.928)  -1.910
P (2.397, 1.097, -1.764)  0.755
O (3.473, 1.876, -0.916)  -0.501
O (2.876, 0.337, -2.937)  -0.883
O (1.585, 0.313, -0.720)  -0.116
P (-0.072, 2.735, -1.394)  0.814
O (-0.898, 3.883, -2.073)  -0.537
O (0.503, 2.976, -0.043)  -0.535
O (-0.918, 1.441, -1.294)  -0.454
H (1.573, 0.934, -3.969)  0.427
H (0.750, 2.280, -4.633)  0.385
H (-0.085, 1.194, -3.691)  0.324
H (2.959, 3.385, -3.499)  0.455
H (2.369, 4.134, -2.011)  0.442
H (1.458, 4.336, -3.505)  0.492
H (4.348, 1.970, -1.326)  0.390
H (-1.252, 4.603, -1.526)  0.413
C (0.026, -4.414, 0.340)  -1.004
N (-1.277, -3.797, 0.505)  0.376
C (-1.708, -2.674, -0.085)  -0.586
Se (-0.689, -1.477, -1.130)  -0.123
N (-2.980, -2.466, 0.293)  0.209
C (-3.389, -3.460, 1.173)  0.493
C (-4.565, -3.669, 1.881)  -0.916
C (-4.584, -4.745, 2.748)  -0.516
C (-3.474, -5.586, 2.905)  -0.673
C (-2.310, -5.389, 2.189)  -0.708
C (-2.290, -4.308, 1.315)  0.906
H (0.663, -3.753, -0.240)  0.318
H (-0.075, -5.362, -0.187)  0.349
H (0.474, -4.607, 1.315)  0.376
H (-3.559, -1.744, -0.105)  0.305
H (-5.426, -3.025, 1.762)  0.434
H (-5.477, -4.942, 3.324)  0.417
H (-3.531, -6.407, 3.605)  0.414
H (-1.456, -6.042, 2.308)  0.442


Here is one molecule with the formula C16H22N4O4S2 at a distorted geometry from OMol25. Energies are from the ωB97M-V functional and the def2-TZVPD basis.

## Properties
2S+1 = 1
structure (SMILES) = CCCCN(C)S(=O)(=O)c1ccc(C(=O)Nc2nnc(CSC)o2)cc1
charge = 0
E_tot = -1939.22881 a.u.
energy above the lowest of the compared OMol25 structures with the same formula, charge and spin = 58.9 kJ/mol
maximum force = 0.0330 hartree/bohr

Each line ends with the Mulliken charge.
Geometry (Å):
C (-3.909, -1.936, 2.365)  -1.366
C (-3.520, -0.485, 2.104)  -0.079
C (-4.254, 0.123, 0.908)  -0.663
C (-3.729, -0.392, -0.431)  -1.114
N (-2.333, -0.005, -0.602)  0.447
S (-2.136, 1.466, -1.391)  1.384
O (-2.011, 1.284, -2.812)  -0.720
O (-3.137, 2.373, -0.917)  -0.715
C (-0.539, 1.966, -0.742)  -0.181
C (-0.338, 1.933, 0.624)  -0.271
C (0.898, 2.285, 1.136)  -0.940
C (1.920, 2.664, 0.271)  0.505
C (1.694, 2.735, -1.100)  -0.293
C (0.456, 2.379, -1.607)  -0.411
H (0.247, 2.402, -2.665)  0.517
H (2.483, 3.058, -1.762)  0.462
C (3.258, 3.011, 0.834)  -0.140
O (3.498, 3.997, 1.480)  -0.586
N (4.264, 2.095, 0.571)  -0.026
C (4.188, 0.863, -0.001)  0.386
N (5.173, 0.021, -0.066)  -0.655
N (4.700, -1.072, -0.701)  -0.382
C (3.464, -0.847, -0.997)  0.545
C (2.510, -1.768, -1.627)  -0.819
H (1.708, -1.224, -2.120)  0.344
H (3.017, -2.440, -2.316)  0.454
S (1.727, -2.783, -0.311)  -0.009
C (3.147, -3.835, 0.095)  -0.890
H (3.301, -4.555, -0.704)  0.269
H (2.905, -4.348, 1.019)  0.338
H (4.026, -3.210, 0.223)  0.321
O (3.062, 0.384, -0.570)  0.080
H (5.179, 2.312, 0.952)  0.301
H (1.082, 2.259, 2.199)  0.472
H (-1.148, 1.625, 1.265)  0.427
C (-1.448, -1.004, -1.150)  -1.089
H (-1.444, -1.884, -0.508)  0.588
H (-0.444, -0.582, -1.163)  0.013
H (-1.723, -1.289, -2.171)  0.343
H (-3.796, -1.481, -0.478)  0.588
H (-4.333, 0.023, -1.246)  0.301
H (-4.134, 1.207, 0.911)  0.298
H (-5.320, -0.102, 0.976)  0.484
H (-3.749, 0.105, 2.994)  0.379
H (-2.445, -0.424, 1.925)  0.089
H (-4.980, -2.018, 2.536)  0.327
H (-3.646, -2.571, 1.523)  0.301
H (-3.393, -2.313, 3.245)  0.390


Here is C16H22NO3RhS5Sb as an isolated structure at a distorted geometry from OMol25. Energies are from the ωB97M-V functional and the def2-TZVPD basis.

## Properties
2S+1 = 1
charge = -1
E_tot = -3245.27084 a.u.
energy above the lowest of the compared OMol25 structures with the same formula, charge and spin = 77.0 kJ/mol
maximum force = 0.0273 hartree/bohr

Each line ends with the Mulliken charge.
Geometry (Å):
Rh (0.150, -0.011, -0.072)  0.430
O (-1.904, 1.219, 6.327)  -0.621
C (-1.540, 1.004, 5.197)  0.601
S (-2.157, 1.858, 3.778)  -0.207
C (-1.211, 0.998, 2.576)  0.347
C (-0.372, 0.056, 3.025)  -0.084
S (0.740, -0.857, 2.027)  -0.492
S (-0.324, -0.202, 4.761)  -0.166
S (-1.367, 1.475, 0.896)  -0.285
S (-0.315, 0.382, -2.447)  -0.462
C (0.834, -0.908, -2.547)  0.276
C (1.354, -1.513, -3.697)  -0.828
C (2.317, -2.487, -3.549)  -0.168
C (2.770, -2.839, -2.278)  -1.191
C (2.218, -2.200, -1.187)  -0.544
N (1.252, -1.295, -1.327)  0.665
H (1.002, -1.195, -4.668)  0.455
H (2.736, -2.968, -4.425)  0.366
H (3.545, -3.578, -2.138)  0.426
H (2.541, -2.392, -0.174)  0.715
C (-2.605, -3.131, 2.501)  -0.737
C (-3.231, -2.660, 1.191)  -0.764
Sb (-1.862, -1.728, -0.167)  0.786
C (-1.120, -3.522, -1.099)  -0.826
C (-0.120, -4.262, -0.209)  -1.195
C (-3.323, -1.226, -1.663)  -0.681
C (-3.981, -2.413, -2.358)  -1.142
H (-3.357, -3.567, 3.164)  0.384
H (-2.131, -2.302, 3.030)  0.103
H (-1.835, -3.885, 2.335)  0.180
H (-4.005, -1.916, 1.390)  0.436
H (-3.694, -3.479, 0.637)  0.394
H (-0.665, -3.211, -2.042)  0.412
H (-1.963, -4.172, -1.337)  0.576
H (0.630, -3.592, 0.205)  0.160
H (0.401, -5.048, -0.760)  0.352
H (-0.625, -4.732, 0.637)  0.368
H (-2.812, -0.583, -2.374)  0.301
H (-4.070, -0.612, -1.153)  0.435
H (-3.243, -3.049, -2.850)  0.267
H (-4.682, -2.075, -3.126)  0.405
H (-4.541, -3.040, -1.660)  0.273
C (3.706, 2.399, 0.019)  -1.226
C (2.858, 1.134, 0.035)  0.942
O (3.376, 0.028, 0.134)  -0.605
O (1.601, 1.405, -0.075)  -0.726
H (4.759, 2.142, 0.109)  0.326
H (3.406, 3.044, 0.845)  0.293
H (3.529, 2.944, -0.908)  0.278


Here is C16H23AsF6MoN6O as an isolated structure from OMol25. Energies are from the ωB97M-V functional and the def2-TZVPD basis.

## Properties
2S+1 = 4
charge = +3
E_tot = -3929.58459 a.u.
maximum force = 0.0064 hartree/bohr

Each line ends with the Mulliken charge.
Geometry (Å):
Mo (0.230, 0.352, 0.120)  0.138
O (-2.564, 1.156, -2.974)  -0.446
C (-1.630, 0.736, -2.362)  0.048
N (-1.630, 0.729, -0.924)  0.442
C (-2.879, 0.556, -0.261)  -0.699
C (-2.656, -0.196, 1.022)  0.302
C (-3.718, -0.633, 1.793)  -1.001
C (-3.461, -1.360, 2.949)  -0.487
C (-2.146, -1.651, 3.283)  -0.997
C (-1.136, -1.196, 2.460)  -0.660
N (-1.375, -0.458, 1.360)  1.336
C (-0.370, 0.157, -2.895)  0.588
C (-0.223, -0.088, -4.243)  -0.773
C (0.945, -0.710, -4.681)  -0.572
C (1.896, -1.076, -3.745)  -0.874
C (1.667, -0.804, -2.401)  -0.642
N (0.567, -0.177, -1.978)  1.254
H (-3.616, 0.073, -0.913)  0.624
H (-3.298, 1.563, -0.061)  0.541
H (-4.733, -0.415, 1.488)  0.566
H (-4.277, -1.707, 3.568)  0.487
H (-1.902, -2.243, 4.154)  0.502
H (-0.103, -1.457, 2.652)  0.525
H (-1.016, 0.195, -4.924)  0.590
H (1.095, -0.919, -5.733)  0.503
H (2.805, -1.585, -4.034)  0.507
H (2.372, -1.125, -1.645)  0.543
N (-0.150, 1.949, 1.701)  -0.382
C (0.996, 2.166, 2.653)  -0.731
C (1.901, 0.948, 2.652)  -0.596
N (2.133, 0.437, 1.266)  -0.083
C (3.187, 1.169, 0.498)  -0.606
C (2.636, 2.443, -0.111)  -0.645
N (1.323, 2.139, -0.776)  -0.384
H (-0.954, 1.641, 2.244)  0.323
H (-0.434, 2.854, 1.330)  0.313
H (1.521, 3.069, 2.359)  0.298
H (0.611, 2.347, 3.656)  0.501
H (2.853, 1.177, 3.136)  0.452
H (1.442, 0.137, 3.218)  0.375
H (2.454, -0.526, 1.362)  0.380
H (4.045, 1.383, 1.138)  0.457
H (3.534, 0.496, -0.289)  0.358
H (2.476, 3.220, 0.628)  0.233
H (3.337, 2.848, -0.841)  0.502
H (0.778, 2.999, -0.831)  0.293
H (1.513, 1.911, -1.749)  0.328
F (0.664, -1.526, 0.217)  -0.503
As (-0.738, -3.496, -0.725)  1.621
F (0.519, -4.273, 0.086)  -0.365
F (0.313, -3.211, -2.047)  -0.426
F (-1.680, -4.680, -1.391)  -0.283
F (-1.572, -2.041, -1.226)  -0.364
F (-1.556, -3.298, 0.765)  -0.408


Question: maximum force of number 4 (C16H22NO3RhS5Sb)?
Answer: 0.0273 hartree/bohr


Question: What is the formula in the second record?
Answer: C16H22N3O6P2SeTi


Question: What is the formula in the fifth record?
Answer: C16H23AsF6MoN6O